Formula: C68H182N12O22
Source: OMol25
Level of theory: the ωB97M-V functional and the def2-TZVPD basis

Values from the calculation:
Lowest unoccupied orbital energy: 0.014 Ha
Highest occupied orbital energy: -8.2626 eV
Gap between HOMO and LUMO: 8.7 eV
2S+1: 1

XYZ file:
```
284
C68H182N12O22 | OMol25 | the ωB97M-V functional and the def2-TZVPD basis
C -2.49007 -3.92461 4.49463
C -3.77330 -4.09440 3.67829
C -4.90757 -3.04440 3.99479
O -5.45601 -2.84315 5.27087
C -5.98759 -3.95907 5.85949
N -3.40443 -4.07056 2.26657
H -2.68304 -3.79145 5.55911
H -1.86954 -3.09370 4.15903
H -1.78327 -4.73833 4.33216
H -4.11044 -5.10621 3.90342
H -5.76799 -3.24800 3.35736
H -4.61574 -2.06176 3.62421
H -6.36487 -3.74296 6.85902
H -5.19107 -4.70086 5.91789
H -6.85045 -4.34294 5.31522
H -2.78040 -4.84368 2.08504
H -2.83359 -3.25195 2.11128
C 5.11053 0.46946 -3.15428
C 5.94353 -0.70961 -2.74362
C 7.47946 -0.40910 -2.85658
O 7.78336 -0.14516 -4.20764
C 9.20648 0.16967 -4.50150
N 5.57709 -0.91994 -1.37463
H 5.30970 1.34236 -2.53261
H 4.03621 0.29754 -3.08808
H 5.38590 0.86667 -4.13126
H 5.53644 -1.55643 -3.29613
H 8.02846 -1.24491 -2.42284
H 7.69725 0.50324 -2.30132
H 9.70339 -0.79669 -4.58711
H 9.66448 0.69532 -3.66363
H 9.32407 0.71973 -5.43514
H 6.04253 -0.17109 -0.88198
H 5.73948 -1.82769 -0.96267
C 4.55054 0.17031 -7.71319
C 5.49806 -0.92093 -7.19428
C 7.01688 -0.37850 -7.22007
O 7.39617 0.13638 -8.46040
C 8.73130 0.53612 -8.40320
N 5.08320 -1.49612 -5.88277
H 4.35450 0.83003 -6.86794
H 3.63850 -0.36368 -7.97990
H 5.04750 0.79116 -8.45862
H 5.42728 -1.82387 -7.80073
H 7.71188 -1.17488 -6.95388
H 7.10695 0.41880 -6.48230
H 8.99511 0.84925 -9.41338
H 9.41771 -0.25116 -8.09152
H 8.83845 1.40720 -7.75681
H 5.76792 -2.20302 -5.65575
H 5.24592 -0.74141 -5.23160
C -5.19691 3.69274 -2.65365
C -5.01552 4.03826 -1.16607
C -5.40502 2.97740 -0.20121
O -6.70422 2.40336 -0.51672
C -7.80946 3.34875 -0.49561
N -3.67752 4.54916 -0.92861
H -4.77676 4.36049 -3.40577
H -6.21631 3.35069 -2.83229
H -4.72152 2.72776 -2.82951
H -5.61022 4.92826 -0.96032
H -5.46201 3.39531 0.80388
H -4.88829 2.02153 -0.28729
H -8.79289 2.89836 -0.63019
H -7.66367 4.17065 -1.19656
H -7.97326 3.75809 0.50123
H -3.48972 5.17536 -0.15874
H -3.26059 4.89913 -1.77937
C 5.57190 1.43884 1.78162
C 6.82905 2.31989 1.87393
C 7.63531 2.44689 0.60770
O 8.29590 1.26696 0.30201
C 9.58134 1.41888 -0.40109
N 6.33255 3.61767 2.21018
H 4.90390 1.77841 0.99006
H 5.02509 1.41312 2.72420
H 5.86393 0.41680 1.54025
H 7.47196 1.92461 2.66039
H 8.40695 3.15468 0.91053
H 7.14717 2.88250 -0.26412
H 10.19678 0.60075 -0.77527
H 10.18416 1.89111 0.37461
H 9.52902 2.10215 -1.24875
H 5.93226 3.62163 3.13746
H 5.50310 3.61101 1.63392
C 0.67918 -3.80626 -4.11006
C -0.82995 -3.79858 -4.13308
C -1.54175 -5.05039 -4.70553
O -0.74043 -5.59872 -5.76717
C -1.26465 -6.73400 -6.45213
N -1.24077 -3.52857 -2.77752
H 1.33642 -2.94722 -3.97515
H 1.02625 -4.22156 -5.05620
H 1.02870 -4.35727 -3.23695
H -1.28758 -3.00234 -4.72018
H -2.57581 -4.84896 -4.98524
H -1.49430 -5.76624 -3.88491
H -1.77171 -7.45688 -5.81303
H -0.41078 -7.25409 -6.88630
H -2.02549 -6.54318 -7.20897
H -2.24640 -3.43968 -2.74732
H -0.96758 -2.61230 -2.45208
C -2.33564 1.61955 7.50392
C -1.98514 2.54255 6.39568
C -0.57987 3.18777 6.53726
O -0.58302 4.09579 7.59783
C 0.73391 4.53262 7.76943
N -2.07443 1.69384 5.18946
H -3.38670 1.72114 7.77421
H -1.85594 1.92972 8.43225
H -2.13449 0.55158 7.41981
H -2.74801 3.31179 6.27565
H -0.22982 3.73829 5.66406
H 0.13039 2.36829 6.64710
H 1.25488 3.74916 8.31979
H 0.75536 5.44275 8.36885
H 1.09356 4.85896 6.79359
H -1.43393 0.94399 5.40758
H -3.00118 1.34281 4.99449
C -2.10879 -0.17847 -8.60655
C -2.04609 0.68557 -7.47432
O -3.03969 1.73394 -7.65252
H -1.51019 -1.08807 -8.55762
H -1.61905 0.29318 -9.45849
H -3.12670 -0.50314 -8.82229
H -1.08302 1.16764 -7.30642
H -2.30522 0.23766 -6.51498
H -3.79464 1.18446 -7.87551
C 2.76589 3.05026 -5.12522
C 2.99660 4.43170 -4.47996
O 2.98727 5.44350 -5.47860
H 1.85386 3.02010 -5.72138
H 2.74413 2.34570 -4.29382
H 3.46712 2.81368 -5.92548
H 3.94243 4.33297 -3.94728
H 2.18632 4.70856 -3.80549
H 2.24982 6.04449 -5.34980
C 1.22343 -1.53395 5.92018
C 1.01746 -2.62336 6.94231
O -0.41617 -2.82392 7.15045
H 2.27034 -1.42936 5.63531
H 1.06807 -0.55690 6.37772
H 0.58405 -1.66523 5.04723
H 1.50174 -2.40118 7.89321
H 1.35278 -3.63919 6.73317
H -0.59323 -3.63986 7.62424
C -5.53910 -5.20555 -1.80434
C -4.05536 -4.72541 -1.97443
O -4.01695 -3.57780 -2.74636
H -6.35293 -4.49794 -1.64602
H -5.59923 -6.13094 -1.23151
H -5.85663 -5.40739 -2.82734
H -3.40585 -5.51546 -2.35136
H -3.71334 -4.32512 -1.02002
H -4.35357 -2.88930 -2.16821
C -6.56554 1.45225 2.87071
C -5.42427 1.83160 3.84572
O -5.80389 1.57420 5.17304
H -7.23754 2.31019 2.84932
H -7.17750 0.64054 3.26407
H -6.31891 1.18852 1.84225
H -5.03198 2.83544 3.68287
H -4.56305 1.18579 3.67447
H -6.36619 0.79988 5.24951
C 3.88815 4.59618 10.24166
O 3.47335 5.41972 9.17345
C 4.46715 5.78675 8.23738
C 5.02241 4.52400 7.59750
N 4.10105 3.62149 6.93072
C 4.74253 2.37875 6.40943
C 3.80455 1.53041 5.47767
O 3.40548 2.46024 4.42220
C 2.22189 2.15287 3.72650
H 3.05776 4.52083 10.94371
H 4.77811 4.93321 10.77316
H 4.05148 3.62511 9.77426
H 5.28301 6.42451 8.57757
H 3.88014 6.40048 7.55411
H 5.66992 4.07551 8.35095
H 5.76472 5.02660 6.97745
H 3.58696 3.89703 6.10617
H 5.00955 1.83105 7.31322
H 5.72340 2.52717 5.95780
H 2.95117 1.06027 5.96635
H 4.32024 0.70476 4.98731
H 2.44424 1.32147 3.05759
H 1.89186 3.06187 3.22361
H 1.37632 1.82871 4.33316
C -3.24959 -10.42047 3.22698
O -3.04213 -9.27065 2.45883
C -2.54042 -8.15128 3.18826
C -1.47658 -7.46374 2.34950
N -2.07104 -6.60534 1.35923
C -1.18690 -5.85712 0.49086
C -0.05322 -6.57396 -0.28433
O 1.07616 -6.60644 0.57297
C 2.30888 -7.01330 -0.03901
H -4.06649 -10.34241 3.94440
H -2.35073 -10.70858 3.77208
H -3.53940 -11.27709 2.61845
H -1.94844 -8.60701 3.98196
H -3.30390 -7.58918 3.72606
H -0.85683 -8.23978 1.90030
H -0.73770 -6.90656 2.92544
H -2.99112 -6.86871 1.03644
H -0.71867 -5.16754 1.19324
H -1.76335 -5.39305 -0.30942
H 0.13853 -5.93364 -1.14533
H -0.47833 -7.53429 -0.57614
H 3.06740 -6.60942 0.63152
H 2.55746 -6.43268 -0.92737
H 2.47051 -8.08575 -0.14782
C -4.37599 -1.45534 -0.13717
O -5.31493 -1.97797 -1.03646
C -6.23298 -1.01211 -1.61984
C -5.56954 -0.34680 -2.83347
N -5.69869 -1.04609 -4.06306
C -5.06450 -0.43078 -5.28043
C -6.33755 0.06490 -6.08333
O -6.69418 -0.81866 -7.12053
C -8.01810 -0.79539 -7.56396
H -4.66750 -1.53631 0.91000
H -4.15471 -0.39263 -0.23614
H -3.50407 -2.07910 -0.33404
H -6.64094 -0.21956 -0.99252
H -7.02344 -1.61179 -2.07113
H -4.50832 -0.27075 -2.59657
H -5.89098 0.68110 -3.00138
H -5.42972 -1.97484 -3.77121
H -4.50342 -1.01184 -6.01232
H -4.50504 0.46529 -5.01179
H -6.17819 1.04111 -6.54128
H -7.16173 0.14423 -5.37444
H -8.74626 -0.43065 -6.83950
H -8.37900 -1.79651 -7.79977
H -8.14951 -0.13433 -8.42061
C -1.26428 6.76573 3.79413
O -1.48511 5.89165 2.66986
C -0.77794 4.72478 2.97646
C -0.26498 4.11392 1.71216
N 0.78064 4.93138 1.12623
C 1.38508 4.38228 -0.07300
C 2.49765 5.28481 -0.59303
O 1.89882 6.44737 -1.06320
C 2.88945 7.43065 -1.46055
H -1.67708 6.44090 4.74921
H -1.82692 7.67222 3.57097
H -0.21679 7.06611 3.81941
H -1.48020 3.95709 3.30140
H 0.00125 4.73570 3.73859
H -1.10813 3.98255 1.03397
H 0.11873 3.10967 1.89203
H 0.16871 5.68211 0.83980
H 0.63030 4.30910 -0.85598
H 1.82552 3.41813 0.18103
H 2.93471 4.84122 -1.48763
H 3.26344 5.37589 0.17727
H 3.49532 7.64236 -0.57953
H 2.62269 8.44964 -1.74090
H 3.61190 7.02719 -2.17005
C -1.75537 0.10221 2.15476
O -0.94148 0.61300 1.07836
C 0.27506 -0.00344 0.85483
C 0.14332 -1.14724 -0.15983
N -0.31170 -0.74243 -1.42129
C 0.79085 -0.40009 -2.30693
C 0.31142 0.05781 -3.66581
O -0.57098 1.21526 -3.59789
C -1.97057 0.96982 -3.27403
H -1.21987 -0.32224 3.00398
H -2.50038 -0.64081 1.87020
H -2.42574 0.83500 2.60390
H 0.80540 -0.19890 1.78684
H 0.89756 0.77491 0.41352
H -0.55402 -1.90477 0.19788
H 0.99145 -1.81610 -0.30616
H -0.94341 0.04362 -1.36490
H 1.46523 -1.25514 -2.35385
H 1.38140 0.33992 -1.76679
H -0.11253 -0.78076 -4.21822
H 1.23079 0.38941 -4.14841
H -2.60382 1.85460 -3.33931
H -2.09260 0.64956 -2.23931
H -2.47771 0.14872 -3.78071
```

Here are the Löwdin charges for atoms 1 to 4, given in e:
1 C -0.058
2 C -0.402
3 C -0.185
4 O -0.184